The following is a DFT calculation (ωB97M-V with the def2-TZVPD basis set) of C5H10HgO2 as an isolated structure in a non-equilibrium geometry.

```
18
Properties=species:S:1:pos:R:3:lowdin_spin:R:1
C 0.67682 2.51274 1.29764 0.0006
O -0.02374 1.53186 0.56232 0.0027
C -0.87565 0.62599 1.34299 -0.0002
C -1.59181 -0.25022 0.35201 -0.0029
H 1.26663 3.10482 0.58996 0.0000
H -0.03795 3.16388 1.82276 0.0001
H 1.34380 2.04105 2.03612 0.0000
H -1.55171 1.26941 1.92842 -0.0001
H -2.65745 0.00042 0.25721 -0.0001
H -1.49018 -1.31716 0.59694 -0.0003
C 0.49784 -2.74488 -1.67134 0.5524
C 1.34279 -1.70573 -2.15863 0.1411
O 0.97572 -0.50793 -2.20014 0.2406
Hg -0.28487 0.47571 -1.11679 0.0108
H 0.76212 -3.78893 -1.84253 0.0272
H -0.38598 -2.48591 -1.08287 0.0263
H 2.21798 -1.99583 -2.76124 0.0017
H -0.18438 0.07070 2.04718 0.0000
```

As for the multiplicity: 2. The calculation puts the LUMO energy (spin up / spin down) at -3.83 / -6.66 eV. For the orbital gap (spin up / spin down), the calculation gives 0.3345 / 0.2286 hartree. The net charge is +1.

=====

The following is a DFT calculation (ωB97M-V with the def2-TZVPD basis set) of a 2-piece molecular cluster, C2HFO3 overall in a non-equilibrium geometry.

```
7
Properties=species:S:1:pos:R:3:nbo_charge:R:1
C -0.49270 1.30058 0.92973 1.0663
C 0.27530 -0.90534 -0.72654 0.7361
O -0.32736 2.37933 1.25762 -0.4684
O 0.43386 -0.17819 -1.63912 -0.5605
O -0.66159 0.21082 0.59668 -0.5369
F 1.26485 -1.12864 0.17445 -0.3627
H -0.49235 -1.67855 -0.59282 0.1261
```

The energy above the lowest of the compared OMol25 structures with the same formula, charge and spin is 0.6899 eV. The calculation puts the LUMO energy at 0.47 eV. For the orbital gap, the calculation gives 0.4394 hartree. The net charge is 0. Its SMILES is O=C=O.O=CF.

=====

The following is a DFT calculation (ωB97M-V with the def2-TZVPD basis set) of an isolated molecule of C4H9NO.

```
15
Properties=species:S:1:pos:R:3:nbo_charge:R:1
C 2.29262 -0.43591 -0.10383 -0.6007
C 1.22875 0.63947 0.14301 -0.4885
C -0.15289 0.00694 0.28094 0.6673
O -0.29975 -0.85055 1.14124 -0.6377
N -1.24035 0.41750 -0.43986 -0.6208
C -2.51386 -0.16435 -0.04371 -0.4139
H 2.23122 -0.83812 -1.12033 0.2010
H 3.30241 -0.03889 0.04360 0.2087
H 2.14107 -1.25930 0.59990 0.2321
H 1.40464 1.06586 1.13876 0.2328
H 1.30431 1.46447 -0.57377 0.2035
H -1.17872 0.93251 -1.30489 0.3991
H -2.52378 -1.25014 -0.18598 0.2044
H -2.65928 0.01998 1.02436 0.2140
H -3.33640 0.29053 -0.59944 0.1986
```

The energy above the lowest of the compared OMol25 structures with the same formula, charge and spin is 0.4303 eV. The calculation puts the LUMO energy at 0.95 eV. For the orbital gap, the calculation gives 0.3886 hartree. The net charge is 0. Its SMILES is CCC(=O)NC.

=====

The following is a DFT calculation (ωB97M-V with the def2-TZVPD basis set) of an isolated molecule of C4H4O4 in a non-equilibrium geometry.

```
12
Properties=species:S:1:pos:R:3:nbo_charge:R:1
C -1.35182 -0.05559 0.00507 0.5947
C -0.61887 1.05779 0.06636 -0.4603
C 0.76527 0.58041 0.03407 0.2044
C 0.73340 -0.78038 0.07848 0.3687
H -3.20544 0.48473 -0.38495 0.4994
H -0.89719 2.07713 0.05812 0.2288
H 2.55958 0.73987 -0.43499 0.4900
H 1.76797 -2.23353 0.72349 0.4887
O -2.63542 -0.34190 0.01474 -0.6539
O 1.83752 1.36813 -0.00480 -0.6521
O 1.65829 -1.74538 -0.10690 -0.6773
O -0.61329 -1.15127 -0.04868 -0.4311
```

The energy above the lowest of the compared OMol25 structures with the same formula, charge and spin is 2.5131 eV. The calculation puts the LUMO energy at 0.47 eV. For the orbital gap, the calculation gives 0.3045 hartree. The net charge is 0. Its SMILES is Oc1cc(O)c(O)o1.

=====

The following is a DFT calculation (ωB97M-V with the def2-TZVPD basis set) of a 2-piece molecular cluster, C2H3Cl2N overall in a non-equilibrium geometry.

```
8
Properties=species:S:1:pos:R:3:nbo_charge:R:1
C 0.81029 -0.06628 0.33151 -0.1768
C 1.29041 -1.26292 -0.30701 0.0582
N 0.50640 -0.56185 -1.00756 -0.2849
Cl 1.78596 1.38985 0.43591 -0.0311
Cl -2.61626 1.11457 0.04480 -0.2763
H -0.06796 -0.22812 1.11633 0.2031
H 1.99021 -2.13805 -0.29436 0.2307
H -3.69906 1.75279 -0.31961 0.2771
```

The energy above the lowest of the compared OMol25 structures with the same formula, charge and spin is 1.6738 eV. The calculation puts the LUMO energy at 0.77 eV. For the orbital gap, the calculation gives 0.4001 hartree. The net charge is 0. Its SMILES is Cl[C@@H]1C=N1.Cl.

=====

The following is a DFT calculation (ωB97M-V with the def2-TZVPD basis set) of a 4-piece molecular cluster, C11H25F5O9PS overall in a non-equilibrium geometry.

```
52
Properties=species:S:1:pos:R:3:nbo_charge:R:1
C 3.03471 1.91733 0.17639 -0.6177
C 1.53689 2.29537 0.23134 -1.0637
P 1.35493 4.05043 -0.20731 1.0642
C -0.26623 4.65942 0.46769 -0.9814
O 0.94848 3.93404 -1.83201 -1.0034
S 0.83706 1.76458 1.64609 2.1345
O 1.41394 0.51776 2.11513 -0.9756
O 0.51240 2.74278 2.66303 -0.9640
C -0.91383 1.14025 1.17643 0.3454
F -1.86677 1.82300 1.83780 -0.3195
F -0.99473 -0.15361 1.56213 -0.3364
C -1.35037 1.10688 -0.30161 0.9174
F -2.59127 0.55296 -0.37277 -0.3444
F -0.55425 0.35738 -1.04914 -0.3017
F -1.45555 2.32449 -0.84345 -0.3193
H 3.21095 0.96318 0.67410 0.2276
H 3.67761 2.68133 0.62763 0.1884
H 3.34521 1.79659 -0.86747 0.1955
H -0.90973 4.89215 -0.38507 0.2224
H -0.79804 3.99431 1.14503 0.2383
H -0.06996 5.59115 1.00353 0.2229
H 0.34624 3.18805 -1.95817 0.4722
C 0.12550 -3.21809 -0.73892 -0.0912
C -0.93906 -3.31163 0.33129 -0.0939
O -0.35146 -3.18860 1.62099 -0.7362
O 1.11952 -4.21690 -0.54984 -0.7342
H -0.30778 -3.36618 -1.72942 0.1741
H 0.58468 -2.22188 -0.70646 0.1696
H -1.40950 -4.29595 0.30945 0.1729
H -1.70596 -2.54683 0.17069 0.1739
H -0.05821 -2.27088 1.71598 0.4894
H 1.23525 -4.28354 0.40813 0.4754
C 4.68389 -4.71605 0.10737 -0.0869
C 4.99222 -3.23764 0.16698 -0.0993
O 6.39946 -3.01786 0.02241 -0.7314
O 5.39283 -5.42409 1.11409 -0.7250
H 3.61959 -4.88692 0.26181 0.1930
H 4.95414 -5.11104 -0.88215 0.1439
H 4.73061 -2.83935 1.14658 0.1921
H 4.42904 -2.69283 -0.59512 0.1785
H 6.63801 -3.21153 -0.89025 0.4620
H 6.26125 -5.00585 1.17370 0.4719
C -6.13958 2.09411 -0.15650 -0.0905
C -6.07078 1.54910 -1.56577 -0.0934
O -5.07039 2.23958 -2.31191 -0.7327
O -6.42603 3.48438 -0.16936 -0.7232
H -6.92921 1.60335 0.41405 0.1765
H -5.17990 1.92222 0.34789 0.1664
H -7.01256 1.73310 -2.08384 0.1771
H -5.87283 0.47248 -1.56054 0.1675
H -4.20902 1.97224 -1.96797 0.4767
H -5.93138 3.85325 -0.91263 0.4753
```

The calculation puts the LUMO energy at 2.49 eV. For the orbital gap, the calculation gives 0.2502 hartree. The net charge is -1.

=====

E list, top to bottom, in Ha: -499.9626 -402.4068 -287.8166 -455.7207 -1053.0615 -2350.1642